# 1
Formula: C48H120N2O13
Source: OMol25
Level of theory: ωB97M-V/def2-TZVPD

Geometry (Å):
C: 0.906 1.302 1.617
C: -0.517 0.889 1.229
C: -1.486 2.085 0.996
C: -1.119 2.859 -0.264
C: -1.173 1.890 -1.483
C: -0.267 0.684 -1.221
N: -0.540 0.032 0.032
O: -0.004 -1.312 0.114
C: -0.609 -0.267 -2.400
C: 1.193 1.094 -1.487
C: -0.910 0.003 2.436
H: 1.143 2.319 1.303
H: 1.698 0.619 1.312
H: 1.009 1.372 2.700
H: -2.485 1.658 0.904
H: -1.606 2.837 1.775
H: -0.226 3.479 -0.187
H: -1.904 3.589 -0.458
H: -0.743 2.481 -2.293
H: -2.159 1.557 -1.808
H: 0.207 -0.945 -2.648
H: -1.533 -0.820 -2.228
H: -0.743 0.257 -3.346
H: 1.499 1.806 -0.720
H: 1.887 0.254 -1.462
H: 1.244 1.667 -2.413
H: -1.020 0.696 3.270
H: -0.251 -0.828 2.688
H: -1.918 -0.404 2.511
H: -0.779 -1.710 0.517
C: 3.660 -3.760 2.099
C: 4.062 -2.542 2.931
C: 4.376 -2.964 4.400
C: 5.119 -1.934 5.215
C: 6.420 -1.511 4.541
C: 6.221 -1.014 3.101
N: 5.283 -1.932 2.339
O: 5.148 -1.611 1.001
C: 5.717 0.442 3.160
C: 7.599 -1.027 2.439
C: 2.942 -1.531 2.944
H: 3.470 -3.548 1.046
H: 2.744 -4.138 2.553
H: 4.445 -4.516 2.122
H: 3.476 -2.926 5.013
H: 4.915 -3.910 4.347
H: 5.537 -2.258 6.168
H: 4.522 -1.052 5.447
H: 7.014 -2.424 4.582
H: 6.859 -0.694 5.113
H: 6.532 1.094 2.845
H: 4.963 0.639 2.398
H: 5.416 0.769 4.155
H: 7.805 -2.051 2.127
H: 7.862 -0.371 1.610
H: 8.258 -0.728 3.254
H: 2.722 -1.488 1.878
H: 3.313 -0.610 3.394
H: 2.026 -1.896 3.409
H: 4.663 -0.784 1.063
O: -2.475 -1.352 4.854
H: -3.118 -1.198 4.162
H: -2.891 -1.012 5.647
C: 0.461 -2.680 -5.641
C: 1.478 -3.681 -6.081
C: 2.204 -3.278 -7.356
O: 2.490 -3.666 -5.112
H: -0.395 -2.847 -6.295
H: 0.751 -1.642 -5.808
H: -0.008 -2.853 -4.672
H: 1.073 -4.690 -6.159
H: 1.400 -3.182 -8.085
H: 2.824 -4.067 -7.781
H: 2.853 -2.408 -7.255
H: 3.186 -4.304 -5.287
C: -2.145 7.804 -5.086
C: -2.889 6.779 -4.235
C: -1.963 5.727 -3.703
O: -3.312 7.420 -3.019
H: -2.866 8.587 -5.324
H: -1.468 7.541 -5.898
H: -1.539 8.452 -4.452
H: -3.631 6.232 -4.817
H: -0.917 6.031 -3.727
H: -1.965 4.823 -4.312
H: -2.050 5.470 -2.647
H: -3.661 6.771 -2.404
C: -0.872 -4.325 -2.070
C: 0.026 -5.553 -1.937
C: 1.434 -5.279 -1.366
O: -0.562 -6.315 -0.940
H: -0.339 -3.483 -2.512
H: -1.398 -3.958 -1.188
H: -1.716 -4.518 -2.731
H: 0.136 -6.110 -2.868
H: 1.539 -4.222 -1.120
H: 2.171 -5.394 -2.160
H: 1.641 -5.880 -0.480
H: 0.058 -6.307 -0.207
C: 1.299 8.079 -1.537
C: 0.901 8.118 -0.018
C: -0.144 6.990 0.232
O: 1.985 7.817 0.783
H: 1.837 8.949 -1.914
H: 0.378 8.169 -2.113
H: 1.780 7.133 -1.788
H: 0.350 9.011 0.276
H: 0.219 5.996 0.491
H: -0.874 6.820 -0.559
H: -0.827 7.156 1.066
H: 2.677 8.430 0.525
C: -3.730 -1.939 -3.793
C: -4.501 -2.152 -5.096
C: -5.372 -3.374 -4.968
O: -5.424 -1.047 -5.254
H: -4.310 -1.768 -2.885
H: -3.053 -1.086 -3.837
H: -3.153 -2.850 -3.639
H: -3.863 -2.331 -5.961
H: -4.795 -4.282 -4.796
H: -5.933 -3.455 -5.899
H: -5.953 -3.237 -4.056
H: -5.912 -0.893 -4.442
C: -4.936 1.137 2.858
C: -5.518 -0.226 2.409
C: -4.980 -0.705 1.053
O: -5.261 -1.261 3.458
H: -5.564 1.647 3.588
H: -4.766 1.761 1.980
H: -4.046 1.007 3.473
H: -6.604 -0.290 2.331
H: -4.744 0.166 0.442
H: -5.588 -1.413 0.489
H: -4.051 -1.253 1.209
H: -5.689 -2.066 3.156
C: 0.873 -1.262 8.252
C: 0.405 -0.927 6.848
C: 1.398 -0.113 6.008
O: 0.072 -2.014 6.061
H: 1.872 -1.679 8.382
H: 0.239 -1.893 8.874
H: 0.995 -0.340 8.821
H: -0.510 -0.342 6.939
H: 2.279 -0.687 5.720
H: 1.722 0.749 6.591
H: 0.982 0.309 5.094
H: -0.648 -1.831 5.453
C: -1.418 -6.139 3.047
C: -1.165 -4.636 3.104
C: -0.769 -4.292 1.649
O: -2.318 -3.960 3.404
H: -1.695 -6.490 2.053
H: -2.155 -6.397 3.808
H: -0.647 -6.797 3.447
H: -0.322 -4.414 3.758
H: -1.542 -4.441 0.895
H: 0.082 -4.922 1.388
H: -0.312 -3.304 1.594
H: -2.146 -3.342 4.119
C: 4.161 -1.628 -2.577
C: 3.787 -0.653 -3.698
C: 4.449 0.717 -3.843
O: 4.054 -1.446 -4.804
H: 5.239 -1.789 -2.586
H: 3.912 -2.665 -2.803
H: 3.832 -1.154 -1.652
H: 2.713 -0.581 -3.524
H: 3.903 1.467 -3.271
H: 4.346 1.054 -4.874
H: 5.517 0.823 -3.653
H: 3.416 -2.150 -4.666
C: -5.509 5.075 0.772
C: -4.645 5.152 -0.555
C: -4.968 3.851 -1.455
O: -4.917 6.423 -1.299
H: -5.423 6.082 1.181
H: -5.160 4.354 1.511
H: -6.548 4.921 0.480
H: -3.567 5.215 -0.407
H: -5.965 3.866 -1.897
H: -4.907 2.997 -0.781
H: -4.397 3.630 -2.357
H: -5.861 6.541 -1.426

Computed properties:
- relative energy (zero: lowest compared OMol25 entry of this formula, charge and spin) (eV) = 0.000
- E_LUMO (eV) = 0.239
- E (Ha) = -2988.1426
- spin multiplicity = 1
- E_HOMO (Ha) = -0.2919

# 2
Formula: C47H59N10SV
Source: OMol25
Level of theory: ωB97M-V/def2-TZVPD

Geometry (Å):
V: -0.504 -0.462 -0.499
C: 3.899 -5.181 -2.616
C: 2.617 -4.487 -2.239
C: 1.697 -5.061 -1.362
C: 0.525 -4.413 -1.027
C: 0.169 -3.154 -1.554
N: -0.958 -2.466 -1.149
C: -2.044 -3.235 -0.823
C: -2.352 -4.390 -1.587
C: -3.347 -5.280 -1.269
C: -4.135 -5.082 -0.135
C: -5.194 -6.070 0.273
C: -3.909 -3.927 0.585
C: -2.945 -2.973 0.234
N: -2.971 -1.757 0.999
C: -3.998 -1.368 1.791
C: -3.672 -0.167 2.363
C: -2.411 0.136 1.844
N: -1.986 -0.817 1.024
C: 1.112 -2.592 -2.430
C: 2.305 -3.233 -2.738
N: 0.899 -1.316 -3.023
C: 1.314 -0.930 -4.247
C: 1.135 0.427 -4.340
C: 0.602 0.797 -3.098
N: 0.459 -0.256 -2.308
H: 4.223 -5.865 -1.829
H: 3.786 -5.769 -3.530
H: 4.701 -4.461 -2.788
H: 1.914 -6.026 -0.915
H: -0.150 -4.878 -0.320
H: -1.738 -4.568 -2.461
H: -3.513 -6.144 -1.904
H: -4.807 -7.090 0.273
H: -5.565 -5.855 1.276
H: -6.050 -6.047 -0.407
H: -4.498 -3.769 1.477
H: -4.905 -1.938 1.857
H: -4.272 0.425 3.031
H: -1.791 1.003 2.012
H: 3.024 -2.706 -3.355
H: 1.691 -1.651 -4.952
H: 1.357 1.064 -5.177
H: 0.307 1.770 -2.747
N: 0.988 -1.271 0.724
N: 2.253 -1.842 0.509
C: 3.316 -1.258 0.001
N: 4.453 -2.076 -0.026
S: 3.418 0.334 -0.531
H: 1.454 0.486 1.806
H: 0.485 -1.988 1.241
H: 2.390 -2.769 0.885
H: 4.267 -3.042 -0.259
H: 5.161 -1.670 -0.617
C: 1.546 3.683 -1.223
C: 0.280 4.544 -1.157
C: 0.259 5.466 0.071
C: -1.048 3.823 -1.445
C: -1.944 4.605 -2.172
C: -3.103 4.102 -2.728
C: -3.317 2.738 -2.617
C: -2.473 1.914 -1.890
C: -2.804 0.434 -1.959
C: -4.170 0.094 -1.364
C: -2.707 -0.115 -3.385
C: -1.374 2.459 -1.153
N: -0.670 1.698 -0.219
C: -0.378 2.460 0.922
C: 0.440 2.320 1.992
N: 1.383 1.359 2.353
C: 2.309 1.588 3.400
C: 2.343 0.729 4.519
C: 3.312 0.926 5.502
C: 4.214 1.968 5.442
C: 4.152 2.837 4.369
C: 3.231 2.663 3.343
C: 3.274 3.653 2.196
C: 2.811 5.032 2.673
C: 4.670 3.765 1.584
C: 1.407 -0.439 4.795
C: -0.014 -0.330 4.265
C: 2.039 -1.763 4.353
H: 2.401 4.259 -0.859
H: 1.766 3.398 -2.255
H: 1.480 2.770 -0.635
H: 0.363 5.227 -2.009
H: 0.482 4.926 0.988
H: -0.715 5.949 0.177
H: 1.013 6.250 -0.047
H: -1.687 5.648 -2.338
H: -3.783 4.736 -3.283
H: -4.170 2.294 -3.120
H: -2.094 -0.140 -1.373
H: -4.965 0.532 -1.972
H: -4.267 0.482 -0.349
H: -4.320 -0.989 -1.345
H: -3.528 0.276 -3.991
H: -2.777 -1.206 -3.370
H: -1.770 0.163 -3.865
H: -0.999 3.347 1.017
H: 0.323 3.096 2.744
H: 3.334 0.248 6.350
H: 4.949 2.108 6.226
H: 4.851 3.665 4.315
H: 2.603 3.295 1.420
H: 3.490 5.417 3.440
H: 1.810 4.994 3.105
H: 2.800 5.744 1.845
H: 5.397 4.158 2.301
H: 4.645 4.447 0.730
H: 5.017 2.797 1.228
H: 1.327 -0.471 5.887
H: -0.046 -0.496 3.195
H: -0.450 0.650 4.464
H: -0.636 -1.089 4.749
H: 2.056 -1.809 3.264
H: 1.461 -2.613 4.727
H: 3.065 -1.855 4.712

Computed properties:
- relative energy (zero: lowest compared OMol25 entry of this formula, charge and spin) (eV) = 0.200
- E_LUMO (spin up / spin down) (eV) = 2.398 / 2.396
- E (Ha) = -3716.2037
- <S²> = 3.760
- spin multiplicity = 4
- net charge = -1
- E_HOMO (spin up / spin down) (Ha) = -0.1046 / -0.1170

# 3
Formula: C4H5NO3
Source: OMol25
Level of theory: ωB97M-V/def2-TZVPD

Geometry (Å):
N: -3.479 -0.212 -0.145
C: -2.354 -0.520 -0.178
C: -0.814 -0.739 -0.357
C: 0.197 0.141 0.400
O: 0.053 1.564 0.281
C: 1.752 -0.406 -0.090
O: 1.972 -1.603 0.434
O: 2.566 0.489 -0.694
H: -0.473 -1.709 -0.202
H: -0.858 -0.249 -1.421
H: 0.101 0.059 1.556
H: -0.668 1.987 0.940
H: 2.005 1.198 -0.525

Computed properties:
- relative energy (zero: lowest compared OMol25 entry of this formula, charge and spin) (eV) = 3.240
- SMILES = N#CC[C@H](O)C(=O)O
- E_LUMO (eV) = 0.063
- E (Ha) = -435.8014
- spin multiplicity = 1
- E_HOMO (Ha) = -0.3979